# 1
This record from the Open Molecules 2025 dataset describes a 8-piece molecular cluster, C26H52Cl4O15 overall. The level of theory is ωB97M-V/def2-TZVPD.

Last columns: bonded neighbours and bond lengths (Å).
CARTESIAN COORDINATES (ANGSTROEM)
1 H 0.193 2.530 3.752  C61 1.092
2 C 3.620 5.485 -2.313  O29 1.202, O38 1.325, O91 1.319
3 C -5.179 -1.255 0.157  H39 1.093, C43 1.502, H77 1.087, H97 1.087
4 Cl -1.901 0.679 -0.114  C51 1.784
5 O -0.495 -1.166 -4.565  C95 1.204
6 C -1.662 -2.603 2.295  H14 1.095, H25 1.090, H50 1.091, C85 1.518
7 O 5.942 0.492 3.598  C41 1.335, C83 1.413
8 C 2.442 2.704 -3.188  H13 1.090, H16 1.091, H28 1.090, C87 1.525
9 O -5.214 0.033 -1.824  C37 1.416, C43 1.327
10 H -4.176 1.245 6.396  C79 1.088
11 H 6.137 6.777 -0.953  C48 1.085
12 H 2.056 -2.029 -3.483  C22 1.094
13 H 2.585 2.725 -2.108  C8 1.090
14 H -1.492 -1.584 1.933  C6 1.095
15 C -3.696 3.628 0.695  H58 1.089, Cl64 1.765, Cl74 1.760, H93 1.088
16 H 3.274 2.151 -3.625  C8 1.091
17 O -2.026 2.519 5.134  C54 1.199
18 C 0.003 -4.386 0.432  C23 1.499, O72 1.199, O96 1.337
19 C -2.684 -4.144 -3.940  H36 1.089, C56 1.534, H70 1.092, H89 1.086
20 H -0.956 2.174 2.536  C61 1.092
21 H -3.519 -0.209 7.217  C79 1.087
22 C 1.577 -2.321 -4.423  H12 1.094, H63 1.088, H71 1.085, C95 1.514
23 C 1.032 -4.301 -0.655  C18 1.499, H42 1.093, H49 1.086, H92 1.093
24 H 2.835 -1.381 2.369  C45 1.093
25 H -2.435 -2.517 3.059  C6 1.090
26 Cl 0.689 -0.566 -0.572  C51 1.778
27 C 0.729 0.839 2.527  H55 1.089, C61 1.516, H66 1.087, H94 1.092
28 H 1.519 2.179 -3.433  C8 1.090
29 O 2.796 5.397 -1.443  C2 1.202
30 H -0.632 0.601 -2.165  C51 1.084
31 H -5.728 0.736 -3.658  C37 1.091
32 H 4.545 -3.099 1.984  C75 1.091
33 H -4.258 2.415 -2.703  C90 1.095
34 H -1.890 -3.344 -2.129  C56 1.090
35 H -3.733 1.945 -4.184  C90 1.095
36 H -2.607 -5.087 -3.402  C19 1.089
37 C -4.832 0.390 -3.141  O9 1.416, H31 1.091, H46 1.091, C90 1.516
38 O 3.576 4.853 -3.478  C2 1.325, C87 1.414
39 H -5.685 -2.222 0.108  C3 1.093
40 H 5.071 -2.371 0.506  C75 1.096
41 C 5.068 -0.483 3.337  O7 1.335, O53 1.189, O78 1.334
42 H 1.480 -3.314 -0.800  C23 1.093
43 C -4.642 -1.003 -1.223  C3 1.502, O9 1.327, O73 1.212
44 O -0.950 0.805 4.153  C54 1.328, C61 1.421
45 C 3.618 -1.164 1.638  H24 1.093, C75 1.493, O78 1.430, H81 1.089
46 H -4.422 -0.423 -3.742  C37 1.091
47 H 3.526 -3.074 0.578  C75 1.092
48 C 5.067 6.892 -1.088  H11 1.085, H57 1.089, H69 1.092, O91 1.414
49 H 1.881 -4.952 -0.472  C23 1.086
50 H -0.712 -2.881 2.753  C6 1.091
51 C -0.837 -0.067 -1.336  Cl4 1.784, Cl26 1.778, H30 1.084, H68 1.085
52 H -2.241 -4.519 1.614  C85 1.095
53 O 4.783 -1.397 4.042  C41 1.189
54 C -1.832 1.346 4.984  O17 1.199, O44 1.328, O80 1.324
55 H 1.257 1.322 1.706  C27 1.089
56 C -1.842 -3.104 -3.191  C19 1.534, H34 1.090, O60 1.451, H67 1.086
57 H 4.763 7.936 -1.141  C48 1.089
58 H -3.166 2.972 1.385  C15 1.089
59 H 7.367 -0.709 4.570  C83 1.088
60 O -0.458 -3.209 -3.612  C56 1.451, C95 1.328
61 C -0.294 1.689 3.255  H1 1.092, H20 1.092, C27 1.516, O44 1.421
62 H -3.057 -3.234 0.831  C85 1.089
63 H 1.852 -1.602 -5.191  C22 1.088
64 Cl -5.113 2.724 0.158  C15 1.765
65 H 6.211 0.160 5.614  C83 1.094
66 H 0.177 -0.021 2.156  C27 1.087
67 H -2.188 -2.080 -3.293  C56 1.086
68 H -1.397 -0.921 -1.704  C51 1.085
69 H 4.555 6.479 -0.217  C48 1.092
70 H -3.713 -3.786 -3.858  C19 1.092
71 H 1.925 -3.301 -4.734  C22 1.085
72 O 0.186 -4.983 1.455  C18 1.199
73 O -3.761 -1.683 -1.701  C43 1.212
74 Cl -4.135 5.100 1.554  C15 1.760
75 C 4.204 -2.456 1.171  H32 1.091, H40 1.096, C45 1.493, H47 1.092
76 H -2.724 1.344 7.417  C79 1.090
77 H -5.926 -0.544 0.501  C3 1.087
78 O 4.550 -0.202 2.141  C41 1.334, C45 1.430
79 C -3.276 0.722 6.712  H10 1.088, H21 1.087, H76 1.090, O80 1.423
80 O -2.464 0.359 5.601  C54 1.324, C79 1.423
81 H 3.091 -0.591 0.876  C45 1.089
82 H -2.860 1.229 -2.787  C90 1.086
83 C 6.794 0.208 4.689  O7 1.413, H59 1.088, H65 1.094, H88 1.089
84 H 1.497 4.625 -3.389  C87 1.090
85 C -2.066 -3.535 1.167  C6 1.518, H52 1.095, H62 1.089, O96 1.413
86 H 2.263 4.071 -4.826  C87 1.089
87 C 2.396 4.122 -3.747  C8 1.525, O38 1.414, H84 1.090, H86 1.089
88 H 7.492 1.018 4.898  C83 1.089
89 H -2.431 -4.301 -4.985  C19 1.086
90 C -3.829 1.526 -3.177  H33 1.095, H35 1.095, C37 1.516, H82 1.086
91 O 4.722 6.209 -2.279  C2 1.319, C48 1.414
92 H 0.557 -4.479 -1.623  C23 1.093
93 H -2.963 3.782 -0.093  C15 1.088
94 H 1.525 0.534 3.208  C27 1.092
95 C 0.094 -2.139 -4.171  O5 1.204, C22 1.514, O60 1.328
96 O -1.078 -3.645 0.163  C18 1.337, C85 1.413
97 H -4.345 -1.288 0.853  C3 1.087

Gap between HOMO and LUMO   0.397 hartree
LUMO   0.44 eV
ΔE to the lowest compared entry with this formula, charge and spin   55.3 kJ/mol
Highest occupied orbital energy   -10.36 eV
Charge   0

---

# 2
This record from the Open Molecules 2025 dataset describes an isolated ion of composition C26H52FN2OS2 and charge +1. The level of theory is ωB97M-V/def2-TZVPD.

Last columns: bonded neighbours and bond lengths (Å).
CARTESIAN COORDINATES (ANGSTROEM)
1 H -1.435 0.888 0.290  C35 1.121
2 C -4.722 0.425 -5.256  H8 1.112, C25 1.577, H31 1.115, H61 1.118
3 H 0.826 1.386 -5.484  C58 1.123
4 H -1.375 1.018 -4.879  C57 1.111
5 C -6.506 1.164 -3.064  H39 1.119, C67 1.568, C68 1.583, H83 1.113
6 N 6.241 -2.496 5.338  C37 1.472, C40 1.495, C63 1.420
7 H 3.374 -0.153 0.033  C71 1.115
8 H -3.964 0.041 -5.974  C2 1.112
9 H -4.600 2.360 -1.381  C22 1.113
10 H -0.859 1.419 -3.216  C57 1.123
11 H -4.176 -1.113 -3.713  C25 1.117
12 H 7.349 -4.940 4.215  C81 1.124
13 H -0.186 -1.492 -3.870  C42 1.117
14 C 1.064 1.060 -1.169  C29 1.563, H32 1.117, H44 1.114, N56 1.497
15 H 4.971 -0.554 1.366  C53 1.122
16 H -8.064 0.652 -1.631  C68 1.122
17 H -6.948 1.491 0.494  C30 1.122
18 H -1.122 -0.867 -2.482  C42 1.118
19 H -3.746 3.310 2.091  C36 1.119
20 H 7.701 -3.358 7.578  C74 1.119
21 C 0.472 1.224 1.274  H27 1.115, C35 1.566, N56 1.521, H78 1.118
22 C -5.137 2.284 -0.409  H9 1.113, C30 1.573, H45 1.114, C51 1.592
23 H 2.113 -0.673 2.396  C69 1.118
24 F 0.868 -0.791 0.205  N56 1.391
25 C -5.079 -0.741 -4.256  C2 1.577, H11 1.117, H64 1.115, C67 1.589
26 C 1.784 1.526 -3.543  C29 1.598, H34 1.118, H47 1.125, C58 1.570
27 H 0.228 0.525 2.108  C21 1.115
28 H 3.105 1.580 0.615  C71 1.117
29 C 2.132 0.667 -2.241  C14 1.563, C26 1.598, H33 1.111, H62 1.117
30 C -6.357 1.291 -0.439  H17 1.122, C22 1.573, C68 1.565, H80 1.121
31 H -5.638 0.804 -5.767  C2 1.115
32 H 0.099 0.611 -1.506  C14 1.117
33 H 3.180 0.929 -1.983  C29 1.111
34 H 2.717 1.851 -4.066  C26 1.118
35 C -0.895 1.764 0.734  H1 1.121, C21 1.566, H52 1.111, C55 1.583
36 C -3.179 2.841 1.248  H19 1.119, C51 1.561, C55 1.583, H73 1.116
37 C 6.015 -3.678 6.186  N6 1.472, H49 1.119, H59 1.111, C74 1.570
38 H -7.807 2.417 -1.713  C68 1.118
39 H -7.198 1.483 -3.883  C5 1.119
40 C 7.311 -2.739 4.324  N6 1.495, H65 1.114, H76 1.122, C81 1.570
41 H 8.896 -4.152 3.836  C81 1.116
42 C -0.995 -0.775 -3.589  H13 1.117, H18 1.118, C57 1.586, H60 1.114
43 S 3.603 -2.865 4.646  C63 1.662
44 H 1.013 2.173 -1.152  C14 1.114
45 H -5.468 3.311 -0.130  C22 1.114
46 H -2.024 1.466 2.620  C55 1.113
47 H 1.266 2.474 -3.231  C26 1.125
48 H 7.216 -5.108 7.313  C74 1.116
49 H 5.562 -4.545 5.643  C37 1.119
50 H -4.692 1.180 1.408  C51 1.120
51 C -4.081 1.721 0.641  C22 1.592, C36 1.561, H50 1.120, H77 1.123
52 H -0.810 2.597 0.003  C35 1.111
53 C 4.267 -0.820 2.198  H15 1.122, H66 1.116, C69 1.584, S72 1.851
54 H -7.148 -0.848 -3.560  C67 1.122
55 C -1.843 2.287 1.890  C35 1.583, C36 1.583, H46 1.113, H70 1.120
56 N 1.307 0.529 0.209  C14 1.497, C21 1.521, F24 1.391, C71 1.493
57 C -0.684 0.706 -4.065  H4 1.111, H10 1.123, C42 1.586, C58 1.577
58 C 0.819 0.785 -4.536  H3 1.123, C26 1.570, C57 1.577, H75 1.112
59 H 5.330 -3.378 7.007  C37 1.111
60 H -1.943 -1.119 -4.063  C42 1.114
61 H -4.256 1.256 -4.671  C2 1.118
62 H 2.091 -0.404 -2.553  C29 1.117
63 C 5.067 -2.077 4.659  N6 1.420, S43 1.662, S72 1.838
64 H -5.469 -1.582 -4.874  C25 1.115
65 H 8.050 -1.908 4.402  C40 1.114
66 H 4.063 -1.910 2.076  C53 1.116
67 C -6.203 -0.368 -3.195  C5 1.568, C25 1.589, H54 1.122, H79 1.114
68 C -7.267 1.438 -1.703  C5 1.583, H16 1.122, C30 1.565, H38 1.118
69 C 2.938 0.041 2.151  H23 1.118, C53 1.584, C71 1.597, H82 1.111
70 H -1.339 3.124 2.438  C55 1.120
71 C 2.736 0.527 0.644  H7 1.115, H28 1.117, N56 1.493, C69 1.597
72 S 5.204 -0.482 3.758  C53 1.851, C63 1.838
73 H -2.870 3.609 0.498  C36 1.116
74 C 7.381 -4.119 6.822  H20 1.119, C37 1.570, H48 1.116, O84 1.436
75 H 1.281 -0.194 -4.792  C58 1.112
76 H 6.927 -2.707 3.270  C40 1.122
77 H -3.501 0.920 0.109  C51 1.123
78 H 1.080 2.087 1.644  C21 1.118
79 H -5.963 -0.869 -2.230  C67 1.114
80 H -5.962 0.249 -0.318  C30 1.121
81 C 8.036 -4.114 4.546  H12 1.124, C40 1.570, H41 1.116, O84 1.417
82 H 2.967 0.888 2.868  C69 1.111
83 H -5.604 1.817 -3.099  C5 1.113
84 O 8.464 -4.258 5.889  C74 1.436, C81 1.417

Gap between HOMO and LUMO   0.302 hartree
LUMO   -2.57 eV
ΔE to the lowest compared entry with this formula, charge and spin   207.4 kJ/mol
Highest occupied orbital energy   -10.79 eV
Charge   +1